# 1
A single C6H9N3O molecule in a non-equilibrium geometry. Source: OMol25; level of theory: wB97M-V/def2-TZVPD.

Geometry (Å):
C  -0.6687  2.6418  0.9185
C  -1.0995  1.9440  -0.4643
O  -1.6919  2.5685  -1.2694
N  -0.7312  0.7043  -0.6558
C  0.2003  -0.0662  0.0484
N  1.0354  0.3638  1.0138
C  1.7863  -0.7402  1.2822
C  1.4350  -1.8487  0.5641
N  0.3657  -1.3531  -0.2633
C  -0.2832  -2.0619  -1.2679
H  -1.2825  3.6250  0.7958
H  0.3421  2.6707  1.0596
H  -1.0280  2.1219  1.5220
H  -1.4306  0.1933  -1.3317
H  2.5574  -0.5058  1.9816
H  1.6178  -2.9494  0.5342
H  -0.1900  -1.8126  -2.0698
H  0.3350  -3.1255  -1.2215
H  -1.2696  -2.3698  -1.1765

Calculated values
- Spin multiplicity: 1
- SMILES string: CC(=O)Nc1nccn1C
- Gap between HOMO and LUMO: 0.329 Eh
- Charge: 0
- HOMO level: -8.473 eV
- Molecular weight: 139.16 g mol⁻¹
- Relative energy (zero: lowest compared OMol25 entry of this formula, charge and spin): 418.2 kJ/mol
- Total energy: -12881.611 eV

Results of the Mulliken charge analysis, in e, for atoms 1 through 8: C -1.44; C 0.58; O -0.59; N -0.08; C 0.24; N -0.50; C -0.64; C -0.20


# 2
C6H9N3O as an isolated structure in a non-equilibrium geometry. Source: OMol25; level of theory: wB97M-V/def2-TZVPD.

Geometry (Å):
C  0.7841  2.4079  -1.0786
C  1.4637  3.3181  -1.7851
C  1.2435  1.0765  -0.7081
C  -0.6531  -2.0110  0.3171
C  0.4421  0.3164  0.3041
C  0.1172  -0.9716  -0.4843
N  2.7565  3.1904  -1.9266
N  2.2503  0.4661  -1.1656
N  3.6844  2.4812  -1.9443
O  3.0524  0.8409  -2.1714
H  -0.2334  2.6557  -0.6154
H  0.9597  4.1672  -2.1302
H  -1.1265  -1.6043  1.2052
H  0.0135  -2.7697  0.7482
H  -1.3839  -2.5747  -0.2606
H  -0.4768  0.7834  0.5746
H  0.9649  0.0852  1.1996
H  1.1073  -1.2241  -0.9605
H  -0.4771  -0.6860  -1.3995

Calculated values
- Spin multiplicity: 1
- Gap between HOMO and LUMO: 0.285 Eh
- Charge: 0
- HOMO level: -8.544 eV
- Molecular weight: 139.16 g mol⁻¹
- Relative energy (zero: lowest compared OMol25 entry of this formula, charge and spin): 584.5 kJ/mol
- Total energy: -12879.887 eV

Results of the Mulliken charge analysis, in e, for atoms 1 through 8: C -0.26; C -0.22; C 0.67; C -1.24; C -0.77; C -0.32; N 0.17; N -0.29


# 3
A 2-piece molecular cluster, C6H9N3O overall in a non-equilibrium geometry. Source: OMol25; level of theory: wB97M-V/def2-TZVPD.

Geometry (Å):
C  0.3455  1.1348  1.9993
C  -0.1429  0.4889  0.7556
C  -0.9220  -0.6389  0.5390
C  -1.0952  -1.7324  1.4509
N  -0.9330  -2.7084  2.0670
N  -1.1581  -0.7845  -0.8142
C  -0.3153  0.0345  -1.3937
N  0.2436  0.8865  -0.4938
C  1.1182  2.0043  -0.7966
H  1.4435  1.1016  2.0544
H  0.0426  2.1916  2.0274
H  -0.0567  0.6148  2.8750
H  0.0628  -0.0561  -2.4103
H  2.1008  1.8512  -0.3349
H  1.2389  2.0738  -1.8819
H  0.6819  2.9369  -0.4197
O  -1.1199  -3.3535  -1.9580
H  -0.3148  -3.6513  -1.4698
H  -1.2200  -2.3936  -1.7958

Calculated values
- Spin multiplicity: 1
- SMILES string: Cc1c(C#N)ncn1C.O
- Gap between HOMO and LUMO: 0.352 Eh
- Charge: 0
- HOMO level: -9.229 eV
- Molecular weight: 139.16 g mol⁻¹
- Relative energy (zero: lowest compared OMol25 entry of this formula, charge and spin): 83.1 kJ/mol
- Total energy: -12885.083 eV

Results of the Mulliken charge analysis, in e, for atoms 1 through 8: C -1.32; C 0.63; C 0.22; C -0.02; N -0.45; N -0.66; C 0.07; N 0.12


# 4
A 2-piece molecular cluster, C6H9N3O overall in a non-equilibrium geometry. Source: OMol25; level of theory: wB97M-V/def2-TZVPD.

Geometry (Å):
C  1.5966  1.5978  2.1008
N  2.1532  0.3472  1.6077
C  1.7112  -0.1473  0.4840
C  1.5900  -0.8492  -0.4955
O  1.2323  -1.2338  -1.6584
C  -0.0417  -1.8770  -1.8081
H  1.7731  1.7359  3.1079
H  2.0706  2.4623  1.6647
H  0.4920  1.4888  1.7968
H  3.0727  0.1831  1.9276
H  -0.3647  -2.0235  -2.9000
H  -0.7879  -0.9786  -1.5913
H  -0.2674  -2.7868  -1.2835
N  -3.8986  1.3845  -1.5784
C  -3.1055  0.9566  -0.7298
C  -2.2928  0.4285  0.1040
N  -1.9386  -0.4611  0.8612
H  -3.7633  2.3448  -2.0268
H  -1.0697  -0.5118  1.3562

Calculated values
- Spin multiplicity: 1
- SMILES string: CNC#COC.N=C=C=N
- Gap between HOMO and LUMO: 0.267 Eh
- Charge: 0
- HOMO level: -7.741 eV
- Molecular weight: 139.16 g mol⁻¹
- Relative energy (zero: lowest compared OMol25 entry of this formula, charge and spin): 755.9 kJ/mol
- Total energy: -12878.110 eV

Results of the Mulliken charge analysis, in e, for atoms 1 through 8: C -0.63; N -0.27; C 0.14; C 0.05; O -0.42; C -0.39; H 0.31; H 0.26


# 5
A 2-piece molecular cluster, C6H9N3O overall in a non-equilibrium geometry. Source: OMol25; level of theory: wB97M-V/def2-TZVPD.

Geometry (Å):
C  -2.1340  0.6033  -1.5161
N  -1.9135  1.2890  -0.4751
C  -0.9784  0.9454  0.4426
C  -0.1105  2.0080  1.0549
C  -0.6361  -0.4099  0.7071
N  0.2529  -0.8072  1.6788
C  -1.5168  -1.3187  0.1026
N  -2.2817  -2.0944  -0.1882
H  -3.0011  0.8780  -2.1326
H  -1.5735  -0.2480  -1.8547
H  -0.5374  3.0781  0.9020
H  0.7816  2.1840  0.2983
H  0.2321  1.8984  2.0496
H  -0.0248  -1.6719  2.1575
H  1.2313  -0.9246  1.4596
C  1.6991  -1.2401  -1.9751
O  1.1165  -1.8171  -1.1083
H  2.7018  -1.3901  -2.2537
H  1.1224  -0.5116  -2.5514

Calculated values
- Spin multiplicity: 1
- SMILES string: C=N/C(C)=C(/N)C#N.C=O
- Gap between HOMO and LUMO: 0.311 Eh
- Charge: 0
- HOMO level: -8.236 eV
- Molecular weight: 139.16 g mol⁻¹
- Relative energy (zero: lowest compared OMol25 entry of this formula, charge and spin): 348.6 kJ/mol
- Total energy: -12882.332 eV

Results of the Mulliken charge analysis, in e, for atoms 1 through 8: C -0.39; N -0.52; C 0.72; C -1.16; C 0.16; N -0.55; C 0.20; N -0.51


# 6
C6H9N3S as an isolated structure in a non-equilibrium geometry. Source: OMol25; level of theory: wB97M-V/def2-TZVPD.

Geometry (Å):
C  0.5268  0.7113  0.2323
C  2.6241  -0.0520  0.0815
C  -1.5989  1.3686  -1.0687
C  -2.0043  1.2276  0.5191
C  -0.6564  1.5037  0.1081
C  -0.0277  -2.2004  0.4190
N  1.7118  0.9958  0.3723
N  1.9391  -1.1878  -0.3001
N  0.5765  -1.1109  -0.2623
S  4.2258  0.2444  0.0786
H  -1.6810  0.5685  -1.8004
H  -1.7527  2.3189  -1.5167
H  -2.4896  2.1223  0.8260
H  -2.3794  0.2952  0.9777
H  -0.4811  2.5950  0.2351
H  0.5935  -2.4207  1.2965
H  -1.0245  -1.9063  0.8243
H  -0.3603  -2.9995  -0.4022
H  2.2581  -2.0737  -0.6198

Calculated values
- Spin multiplicity: 1
- Gap between HOMO and LUMO: 0.289 Eh
- Charge: 0
- HOMO level: -7.650 eV
- Molecular weight: 155.23 g mol⁻¹
- Relative energy (zero: lowest compared OMol25 entry of this formula, charge and spin): 396.5 kJ/mol
- Total energy: -21668.789 eV

Results of the Mulliken charge analysis, in e, for atoms 1 through 8: C 0.60; C 0.02; C -0.64; C -0.72; C 0.14; C -0.81; N -0.48; N -0.02


# 7
An isolated ion of composition C6H9N4O2 and charge +1 in a non-equilibrium geometry. Source: OMol25; level of theory: wB97M-V/def2-TZVPD.

Geometry (Å):
C  -0.6188  0.0393  0.0450
C  0.1920  -1.0731  0.0819
C  1.6760  -1.0379  0.0345
C  -0.2638  1.4137  0.0450
C  2.3345  0.1440  0.1150
C  -1.3620  2.4198  -0.0593
N  0.9498  1.7982  0.1444
N  -0.3807  -2.2881  0.1192
N  2.3814  -2.1701  -0.0692
N  3.6133  0.6210  0.0184
O  4.3850  -0.3352  -0.0698
O  3.8805  1.7854  0.0142
H  -1.6828  -0.1510  0.0290
H  -1.0120  3.4267  0.1507
H  -1.7609  2.3953  -1.0743
H  -2.1711  2.1666  0.6225
H  1.3696  2.7118  0.1442
H  -1.3848  -2.3551  0.1635
H  0.1306  -3.1417  0.2679
H  1.9612  -3.0721  -0.2176
H  3.3928  -2.0850  -0.1196

Calculated values
- Spin multiplicity: 1
- Gap between HOMO and LUMO: 0.299 Eh
- Charge: +1
- HOMO level: -13.306 eV
- Molecular weight: 169.16 g mol⁻¹
- Relative energy (zero: lowest compared OMol25 entry of this formula, charge and spin): 362.9 kJ/mol
- Total energy: -16411.206 eV

Results of the Mulliken charge analysis, in e, for atoms 1 through 8: C -1.03; C 0.82; C 1.10; C 0.75; C -0.23; C -1.39; N -0.39; N -0.40


# 8
An isolated ion of composition C6H9N4O5 and charge +1 in a non-equilibrium geometry. Source: OMol25; level of theory: wB97M-V/def2-TZVPD.

Geometry (Å):
C  3.0754  -0.1732  -0.4076
C  2.7050  -1.5148  -0.5700
C  1.9910  0.8031  -0.6269
C  -0.8581  0.0459  -1.3166
C  -0.2808  0.5357  0.8556
C  -2.4773  -0.4664  0.5574
N  4.1749  0.2907  0.2716
N  2.1103  -2.3894  -1.0526
N  -0.5760  0.7135  2.1557
N  -1.2292  0.0903  0.0433
O  0.9934  0.7266  0.6274
O  1.8045  -3.4631  -1.4251
O  5.0307  -0.3185  0.8686
O  2.5310  2.0852  -0.5973
O  -1.7518  -0.5808  -2.0589
H  1.1917  0.5323  -1.3572
H  -3.3215  0.3334  0.5962
H  -2.8769  -1.1669  -0.2817
H  -2.4338  -0.9977  1.5306
H  4.2256  1.3439  0.0055
H  -1.4307  0.8150  2.6221
H  0.1127  1.2018  2.7353
H  1.7874  2.7895  -0.7176
H  -1.4448  -0.6158  -3.0644

Calculated values
- Spin multiplicity: 1
- Gap between HOMO and LUMO (alpha / beta): 0.285 / 0.285 Eh
- Charge: +1
- HOMO level (alpha / beta): -11.771 / -11.770 eV
- Molecular weight: 217.16 g mol⁻¹
- Relative energy (zero: lowest compared OMol25 entry of this formula, charge and spin): 879.1 kJ/mol
- Total energy: -22550.876 eV

Results of the Mulliken charge analysis, in e, for atoms 1 through 8: C -0.30; C 0.00; C 0.46; C -0.42; C 0.85; C -1.00; N 0.35; N 0.57


# 9
A single C6H9NO molecule in a non-equilibrium geometry. Source: OMol25; level of theory: wB97M-V/def2-TZVPD.

Geometry (Å):
C  2.2174  -0.4487  -0.2443
N  1.2138  -0.5871  0.5117
C  0.6022  0.6187  1.0132
C  0.8564  1.0216  2.2507
C  -0.4170  1.2143  0.0920
C  -1.5386  0.3092  -0.3702
C  -1.1414  -0.6581  -1.4615
O  -1.7240  -1.6879  -1.6588
H  2.7165  0.4909  -0.4835
H  2.6380  -1.3527  -0.6680
H  0.3701  1.8962  2.6551
H  1.6098  0.5524  2.8638
H  -0.7375  2.1396  0.5837
H  0.0916  1.6953  -0.7577
H  -1.9810  -0.2367  0.4600
H  -2.3976  0.9038  -0.7074
H  -0.2279  -0.4082  -2.0352

Calculated values
- Spin multiplicity: 1
- SMILES string: C=NC(=C)CCC=O
- Gap between HOMO and LUMO: 0.373 Eh
- Charge: 0
- HOMO level: -9.245 eV
- Molecular weight: 111.14 g mol⁻¹
- Relative energy (zero: lowest compared OMol25 entry of this formula, charge and spin): 188.1 kJ/mol
- Total energy: -9903.655 eV

Results of the Mulliken charge analysis, in e, for atoms 1 through 8: C -0.28; N -0.36; C 0.52; C -0.94; C -0.89; C -0.44; C 0.00; O -0.50


# 10
C6H9NO as an isolated structure in a non-equilibrium geometry. Source: OMol25; level of theory: wB97M-V/def2-TZVPD.

Geometry (Å):
C  -0.8780  -0.0963  -0.1710
C  0.0151  -0.4143  1.0483
C  1.2468  0.0899  0.1629
C  0.4389  -0.6549  -0.9205
C  0.8820  1.5925  -0.1955
C  -0.4677  1.4847  -0.2406
H  -2.3729  -1.5168  -0.1699
H  -2.8137  -0.0268  0.5954
H  -0.2230  -1.3899  1.3696
H  0.1404  0.2887  1.8761
H  2.6597  -0.7636  -0.7641
H  0.4782  -1.8079  -1.0625
H  0.6938  -0.2569  -1.9141
H  1.3781  2.4339  0.1609
H  -1.3792  2.2057  0.2613
N  -2.2298  -0.5181  -0.1804
O  2.4314  -0.6500  0.1441

Calculated values
- Spin multiplicity: 1
- Gap between HOMO and LUMO: 0.354 Eh
- Charge: 0
- HOMO level: -8.740 eV
- Molecular weight: 111.14 g mol⁻¹
- Relative energy (zero: lowest compared OMol25 entry of this formula, charge and spin): 525.9 kJ/mol
- Total energy: -9900.154 eV

Results of the Mulliken charge analysis, in e, for atoms 1 through 8: C 0.13; C -0.59; C 0.59; C -0.77; C -0.81; C -0.10; H 0.25; H 0.26


# 11
A single C6H9NO molecule in a non-equilibrium geometry. Source: OMol25; level of theory: wB97M-V/def2-TZVPD.

Geometry (Å):
C  2.1494  0.1023  -0.9855
C  0.8511  0.2466  -0.6521
N  0.3518  -0.2272  0.6670
C  0.0340  -1.6125  0.5665
C  -1.1870  -1.3072  -0.4635
C  -0.7717  0.1279  -0.2749
O  -1.5327  1.1276  -0.1044
C  -0.8124  2.0394  0.7241
H  2.4594  0.4304  -2.0117
H  2.9543  -0.1971  -0.2980
H  -0.3721  -1.9072  1.5216
H  0.8044  -2.3249  0.1968
H  -1.2731  -1.7127  -1.4860
H  -2.1251  -1.4634  -0.0206
H  -0.7184  2.8840  0.1043
H  0.3098  1.6240  0.7310
H  -1.1217  2.1699  1.7854

Calculated values
- Spin multiplicity: 1
- SMILES string: C=C1N2CC[C@]12OC
- Gap between HOMO and LUMO: 0.353 Eh
- Charge: 0
- HOMO level: -8.535 eV
- Molecular weight: 111.14 g mol⁻¹
- Relative energy (zero: lowest compared OMol25 entry of this formula, charge and spin): 558.1 kJ/mol
- Total energy: -9899.820 eV

Results of the Mulliken charge analysis, in e, for atoms 1 through 8: C -1.06; C 0.31; N -0.52; C -0.49; C -0.80; C 1.00; O -0.41; C -0.72


# 12
C6H9NO as an isolated structure in a non-equilibrium geometry. Source: OMol25; level of theory: wB97M-V/def2-TZVPD.

Geometry (Å):
C  -0.7513  -1.3699  -1.4121
C  -1.0705  0.6227  0.2871
C  -0.1411  0.3807  1.3759
C  -0.4102  -0.0227  -0.8209
C  0.9128  -0.3118  0.5496
C  2.1564  0.2234  0.2150
O  -1.8141  1.7522  0.2187
N  -0.3176  0.5635  2.6286
H  -2.3178  1.7487  -0.6075
H  0.2858  1.2950  3.0167
H  -0.2144  0.7074  -1.6211
H  0.9111  -1.3715  0.8395
H  0.0697  -1.7054  -2.0515
H  -1.6424  -1.3080  -2.0430
H  -0.9352  -2.1032  -0.6238
H  2.4013  1.2643  0.3864
H  2.8774  -0.3654  -0.3378

Calculated values
- Spin multiplicity: 1
- Gap between HOMO and LUMO (alpha / beta): 0.271 / 0.259 Eh
- Charge: 0
- HOMO level (alpha / beta): -7.631 / -7.566 eV
- Molecular weight: 111.14 g mol⁻¹
- Relative energy (zero: lowest compared OMol25 entry of this formula, charge and spin): 585.4 kJ/mol
- Total energy: -9899.537 eV

Results of the Mulliken charge analysis, in e, for atoms 1 through 8: C -1.20; C 0.15; C 0.17; C 0.03; C 0.01; C -0.96; O -0.47; N -0.73


What did the eighth record say?
An isolated ion of composition C6H9N4O5 and charge +1 in a non-equilibrium geometry. Source: OMol25; level of theory: wB97M-V/def2-TZVPD.

Geometry (Å):
C  3.0754  -0.1732  -0.4076
C  2.7050  -1.5148  -0.5700
C  1.9910  0.8031  -0.6269
C  -0.8581  0.0459  -1.3166
C  -0.2808  0.5357  0.8556
C  -2.4773  -0.4664  0.5574
N  4.1749  0.2907  0.2716
N  2.1103  -2.3894  -1.0526
N  -0.5760  0.7135  2.1557
N  -1.2292  0.0903  0.0433
O  0.9934  0.7266  0.6274
O  1.8045  -3.4631  -1.4251
O  5.0307  -0.3185  0.8686
O  2.5310  2.0852  -0.5973
O  -1.7518  -0.5808  -2.0589
H  1.1917  0.5323  -1.3572
H  -3.3215  0.3334  0.5962
H  -2.8769  -1.1669  -0.2817
H  -2.4338  -0.9977  1.5306
H  4.2256  1.3439  0.0055
H  -1.4307  0.8150  2.6221
H  0.1127  1.2018  2.7353
H  1.7874  2.7895  -0.7176
H  -1.4448  -0.6158  -3.0644

Calculated values
- Spin multiplicity: 1
- Gap between HOMO and LUMO (alpha / beta): 0.285 / 0.285 Eh
- Charge: +1
- HOMO level (alpha / beta): -11.771 / -11.770 eV
- Molecular weight: 217.16 g mol⁻¹
- Relative energy (zero: lowest compared OMol25 entry of this formula, charge and spin): 879.1 kJ/mol
- Total energy: -22550.876 eV

Results of the Mulliken charge analysis, in e, for atoms 1 through 8: C -0.30; C 0.00; C 0.46; C -0.42; C 0.85; C -1.00; N 0.35; N 0.57


Q: Which value of relative energy (zero: lowest compared OMol25 entry of this formula, charge and spin) does entry 4 give?
A: 755.9 kJ/mol